1.
Computed, not measured: 2 unconnected molecules or ions with the total composition C7H16N in a non-equilibrium geometry, with the ωB97M-V functional and the def2-TZVPD basis.

Each line ends with the Mulliken charge.
Geometry (Å):
C1 -1.95 0.76 -0.04  -0.52
C2 -1.48 -0.30 -1.02  -0.77
C3 -1.10 -1.69 -0.49  -0.60
C4 -0.21 -1.35 0.90  -0.47
C5 0.93 -0.50 0.57  0.22
C6 2.19 -0.79 0.42  -0.05
C7 3.39 0.01 0.06  -1.15
N1 -3.18 0.38 0.57  -0.43
H1 -2.05 1.63 -0.78  0.25
H2 -1.10 1.04 0.59  0.47
H3 -0.64 0.16 -1.62  0.33
H4 -2.25 -0.47 -1.78  0.45
H5 -1.77 -2.49 -0.17  0.37
H6 -0.36 -2.10 -1.19  0.35
H7 -1.02 -1.05 1.63  0.34
H8 -0.07 -2.34 1.45  0.45
H9 2.07 4.17 -1.21  -0.10
H10 2.48 -1.58 1.13  0.34
H11 3.34 0.88 -0.58  0.38
H12 4.29 -0.59 -0.12  0.35
H13 3.69 0.47 1.05  0.33
H14 -3.97 0.26 -0.03  0.19
H15 2.10 4.83 -0.85  0.10
H16 -3.35 0.68 1.52  0.19

Its net charge is +1. The calculation puts the energy above the lowest of the compared OMol25 structures with the same formula, charge and spin at 6.823 eV.

2.
Computed, not measured: 5 unconnected molecules or ions with the total composition CH11NO5 in a non-equilibrium geometry, with the ωB97M-V functional and the def2-TZVPD basis.

Each line ends with the Mulliken charge.
Geometry (Å):
C1 -0.89 -3.03 -0.48  0.11
N1 -0.79 -1.97 0.37  -0.24
O1 -1.79 -3.84 -0.49  -0.57
H1 0.00 -3.08 -1.13  0.25
H2 0.05 -1.42 0.25  0.29
H3 -1.55 -1.80 1.00  0.20
H4 1.37 0.46 -0.23  0.31
H5 2.33 -0.28 0.59  0.32
O2 1.44 0.08 0.67  -0.70
H6 1.64 2.61 1.60  0.32
H7 0.80 2.37 2.82  0.31
O3 1.31 3.07 2.39  -0.62
H8 -0.14 0.81 -2.48  0.32
H9 0.09 -0.66 -2.75  0.29
O4 0.35 0.05 -2.14  -0.60
H10 -1.02 1.79 0.55  0.31
H11 -2.06 2.43 -0.36  0.30
O5 -1.12 2.42 -0.18  -0.61

Its net charge is 0. The calculation puts the energy above the lowest of the compared OMol25 structures with the same formula, charge and spin at 0.749 eV. The SMILES is NC=O.O.O.O.O.

3.
Computed, not measured: a gas-phase ion, C4H8BBrNO2S (charge +1) in a non-equilibrium geometry, with the ωB97M-V functional and the def2-TZVPD basis.

Each line ends with the Mulliken charge.
Geometry (Å):
O1 -0.63 2.76 -1.70  -0.51
B1 -0.96 1.74 -0.85  0.47
O2 -2.05 1.86 -0.01  -0.56
C1 -0.12 0.40 -0.97  -0.98
C2 -0.57 -0.82 -0.17  0.15
S1 -0.97 -0.44 1.58  -0.09
C3 0.68 -0.57 1.95  -0.06
N1 1.37 -1.25 1.09  -0.07
C4 0.53 -1.86 0.06  -0.39
Br1 1.47 -2.44 -1.49  -0.03
H1 0.04 3.35 -1.35  0.31
H2 -1.82 2.12 0.88  0.33
H3 0.94 0.63 -0.79  0.34
H4 -0.18 0.13 -2.02  0.38
H5 -1.35 -1.36 -0.71  0.56
H6 1.12 -0.12 2.83  0.45
H7 2.38 -1.36 1.17  0.28
H8 0.13 -2.77 0.51  0.41

Its net charge is +1.

4.
Computed, not measured: a molecular structure, C23H32N3O5Ru in a non-equilibrium geometry, with the ωB97M-V functional and the def2-TZVPD basis.

Each line ends with the Mulliken charge.
Geometry (Å):
Ru1 -0.54 -0.25 -0.33  0.39
C1 -0.04 1.70 -1.29  -0.23
C2 -0.50 2.14 -0.04  1.32
C3 -1.89 1.64 0.08  0.89
C4 -2.20 0.96 -1.13  -0.77
C5 -1.09 1.03 -2.01  -0.53
C6 -0.98 0.50 -3.42  1.72
C7 -2.26 -0.23 -3.82  -1.85
C8 0.21 -0.46 -3.53  -1.39
C9 -0.75 1.70 -4.35  -1.71
C10 -2.97 1.79 1.15  1.65
C11 -3.70 3.10 0.77  -1.61
C12 -2.50 1.83 2.61  -1.73
C13 -4.00 0.65 1.03  -2.12
C14 0.36 3.08 0.82  1.27
C15 1.08 2.35 1.97  -1.74
C16 1.46 3.69 -0.08  -2.08
C17 -0.45 4.26 1.37  -1.76
H1 0.92 1.94 -1.71  0.88
H2 -3.16 0.55 -1.38  0.69
H3 -2.45 -1.09 -3.17  0.35
H4 -2.17 -0.60 -4.84  0.43
H5 -3.13 0.43 -3.78  0.37
H6 0.10 -1.33 -2.88  0.19
H7 1.16 0.05 -3.31  0.27
H8 0.27 -0.84 -4.55  0.52
H9 -1.59 2.40 -4.31  0.39
H10 -0.64 1.35 -5.37  0.47
H11 0.16 2.25 -4.08  0.35
H12 -3.10 3.99 0.98  0.25
H13 -4.61 3.16 1.37  0.52
H14 -3.98 3.12 -0.28  0.36
H15 -1.50 2.21 2.75  0.14
H16 -2.51 0.83 3.05  0.32
H17 -3.19 2.46 3.18  0.53
H18 -4.59 0.70 0.12  0.45
H19 -4.69 0.74 1.87  0.48
H20 -3.52 -0.33 1.10  0.36
H21 1.70 1.54 1.58  0.15
H22 0.39 1.94 2.71  0.22
H23 1.73 3.06 2.47  0.61
H24 2.21 2.96 -0.36  0.35
H25 1.97 4.47 0.48  0.46
H26 1.04 4.14 -0.98  0.42
H27 -1.23 3.97 2.06  0.24
H28 -0.90 4.83 0.56  0.39
H29 0.23 4.92 1.90  0.52
O1 2.66 -2.04 4.22  -0.51
C18 3.31 -2.29 3.09  0.42
O2 4.37 -2.84 3.05  -0.55
C19 2.66 -1.84 1.81  0.29
C20 3.23 -2.04 0.57  -0.25
N1 2.40 -1.52 -0.35  -0.54
N2 1.32 -0.98 0.23  0.72
C21 1.46 -1.18 1.54  -1.11
C22 0.32 -0.68 2.35  1.38
O3 0.28 -0.76 3.55  -0.76
O4 -0.64 -0.14 1.63  -0.12
H30 1.79 -1.59 4.08  0.40
H31 4.17 -2.50 0.31  0.55
H32 2.51 -1.48 -1.35  0.12
O5 -1.18 -4.39 -0.34  -0.45
C23 -1.21 -3.23 -0.36  0.66
N3 -1.25 -2.03 -0.44  -0.66

Its net charge is +1. The calculation puts the energy above the lowest of the compared OMol25 structures with the same formula, charge and spin at 0.241 eV.

5.
Computed, not measured: 2 unconnected molecules or ions with the total composition CH2N2O3Si in a non-equilibrium geometry, with the ωB97M-V functional and the def2-TZVPD basis.

Each line ends with the Mulliken charge.
Geometry (Å):
C1 -0.78 -0.42 1.62  0.15
N1 -0.42 -1.20 2.38  -0.32
N2 1.48 0.25 -0.30  0.37
O1 2.31 1.08 -0.13  -0.38
O2 1.65 -0.37 -1.53  -0.36
O3 -1.30 0.02 -1.22  -0.37
Si1 -1.63 0.49 0.16  0.61
H1 1.28 -1.26 -1.51  0.36
H2 -2.58 1.40 0.53  -0.05

Its net charge is 0. The calculation puts the energy above the lowest of the compared OMol25 structures with the same formula, charge and spin at 2.404 eV. The SMILES is N#C[SiH]=O.O=NO.

6.
Computed, not measured: 2 unconnected molecules or ions with the total composition C9H11P in a non-equilibrium geometry, with the ωB97M-V functional and the def2-TZVPD basis.

Each line ends with the Mulliken charge.
Geometry (Å):
C1 2.79 -0.98 -0.18  -0.51
C2 2.31 -0.72 1.12  -0.60
C3 2.10 -0.49 -1.31  -0.35
C4 1.03 -0.29 1.30  -0.47
C5 0.85 0.08 -1.13  -0.47
C6 0.27 0.09 0.14  0.41
C7 -1.81 1.64 1.03  -0.44
C8 -1.95 1.59 -0.49  -0.72
C9 -0.99 0.66 0.28  0.22
P1 -2.60 -1.95 0.05  -0.04
H1 3.80 -1.29 -0.13  0.38
H2 2.78 -1.16 1.90  0.43
H3 2.38 -0.68 -2.36  0.31
H4 0.65 -0.10 2.28  0.41
H5 0.27 0.38 -2.02  0.32
H6 -1.26 2.54 1.23  0.25
H7 -2.55 1.38 1.74  0.29
H8 -2.80 1.36 -1.10  0.28
H9 -1.46 2.51 -0.86  0.23
H10 -1.33 -2.76 -0.16  0.04
H11 -2.50 -1.83 -1.33  0.02

Its net charge is 0. The calculation puts the energy above the lowest of the compared OMol25 structures with the same formula, charge and spin at 3.133 eV.

7.
Computed, not measured: a single C3H4P2 molecule in a non-equilibrium geometry, with the ωB97M-V functional and the def2-TZVPD basis.

Each line ends with the Mulliken charge.
Geometry (Å):
C1 0.19 0.70 -0.67  0.16
C2 0.60 -1.30 0.21  -0.64
C3 -0.76 1.45 -0.13  -0.60
P1 1.79 0.24 -0.13  -0.11
P2 -0.97 -0.79 -0.49  -0.02
H1 0.96 -2.23 -0.26  0.37
H2 0.42 -1.56 1.33  0.29
H3 -0.53 1.72 0.91  0.26
H4 -1.70 1.77 -0.76  0.28

Its net charge is 0. The calculation puts the energy above the lowest of the compared OMol25 structures with the same formula, charge and spin at 2.734 eV. The SMILES is C1P=C2CP12.

8.
Computed, not measured: 2 unconnected molecules or ions with the total composition C2H8N2 in a non-equilibrium geometry, with the ωB97M-V functional and the def2-TZVPD basis.

Each line ends with the Mulliken charge.
Geometry (Å):
N1 0.85 -4.79 -0.10  -0.67
H1 0.00 -4.44 0.35  0.22
H2 1.33 -3.89 -0.15  0.22
H3 0.59 -5.05 -1.04  0.22
C1 -1.07 1.59 -0.36  -0.77
C2 0.07 1.96 0.21  0.07
N2 0.44 3.34 0.43  -0.57
H4 -1.85 2.20 -0.78  0.25
H5 -1.16 0.51 -0.45  0.21
H6 0.78 1.17 0.41  0.32
H7 0.35 3.51 1.42  0.25
H8 -0.33 3.88 0.06  0.25

Its net charge is 0. The calculation puts the energy above the lowest of the compared OMol25 structures with the same formula, charge and spin at 0.769 eV. The SMILES is C=CN.N.

9.
Computed, not measured: a molecular structure, C4H12FeO7 in a non-equilibrium geometry, with the ωB97M-V functional and the def2-TZVPD basis.

Each line ends with the Mulliken charge.
Geometry (Å):
Fe1 0.74 0.37 -0.23  1.37
C1 -4.18 0.87 -2.55  -0.81
C2 -2.85 0.38 -1.89  0.63
O1 -1.75 0.75 -2.31  -0.74
O2 -2.92 -0.32 -0.88  -0.69
H1 -4.39 1.88 -2.20  0.22
H2 -5.05 0.28 -2.27  0.27
H3 -4.00 0.90 -3.63  0.26
C3 1.54 -2.91 3.61  -0.88
C4 1.56 -2.04 2.35  0.75
O3 2.18 -0.96 2.24  -0.71
O4 0.90 -2.40 1.31  -0.64
H4 0.66 -2.59 4.16  0.22
H5 2.43 -2.63 4.18  0.29
H6 1.67 -3.99 3.54  0.31
O5 2.18 -1.00 -2.26  -0.54
H7 1.67 -1.54 -2.86  0.30
H8 3.09 -1.24 -2.44  0.29
O6 2.50 2.50 -0.91  -0.54
H9 2.47 3.44 -1.12  0.29
H10 3.35 2.21 -1.24  0.30
O7 -0.45 2.41 1.55  -0.54
H11 -0.29 2.49 2.49  0.29
H12 -1.06 3.13 1.36  0.29

Its net charge is 0. As for the expectation value of S²: 6.0197. The calculation puts the energy above the lowest of the compared OMol25 structures with the same formula, charge and spin at 7.699 eV. The spin multiplicity is 5.

10.
Computed, not measured: a single C2H2IN3 molecule in a non-equilibrium geometry, with the ωB97M-V functional and the def2-TZVPD basis.

Each line ends with the Mulliken charge.
Geometry (Å):
C1 -0.05 -0.78 -0.14  -0.26
C2 0.54 0.37 0.08  -0.08
N1 0.79 -1.98 -0.06  -0.37
N2 1.99 -1.74 0.03  -0.03
N3 2.36 -0.54 0.20  -0.15
I1 4.19 0.25 0.09  0.18
H1 -1.00 -1.14 -0.62  0.35
H2 1.01 1.26 0.61  0.35

Its net charge is 0. The calculation puts the energy above the lowest of the compared OMol25 structures with the same formula, charge and spin at 4.978 eV.

Let's list electronic energy in order: -8995.4821; -12943.3827; -91412.0594; -41654.4074; -18065.9171; -18795.0443; -21748.4913; -5182.9693; -53057.5875; -14671.7518 eV.